[1]
The following is a quantum chemistry calculation of C22H42Cl3GaN2O3SSi as an isolated structure in a non-equilibrium geometry, from the Open Molecules 2025 dataset.

Values from the calculation:
Energy = -5191.97827 Eh
Total charge = 0
Spin multiplicity = 1
E_HOMO = -8.08 eV
Kohn-Sham gap = 8.4542 eV

```
75
C22H42Cl3GaN2O3SSi ωB97M-V/def2-TZVPD
C -2.56018 3.66992 -0.32563
C -3.58041 2.88509 -1.08845
H -2.30184 4.58918 -0.86133
H -1.63951 3.08785 -0.17784
H -2.94795 3.95463 0.66648
C -4.36116 3.39053 -2.05086
C -4.42136 4.83961 -2.39981
H -5.01473 2.72985 -2.62673
H -3.43088 5.31009 -2.42293
H -5.04416 5.40956 -1.69455
H -4.87359 4.94819 -3.39117
Ga 3.37810 0.29241 2.00958
Cl 3.54619 -0.36043 4.14267
Cl 1.80123 1.79116 1.55779
C 1.51554 -1.92609 2.38229
O 2.31815 -1.43427 1.52610
N 0.77260 -3.00541 2.16342
C 0.94248 -3.81123 0.95557
C -0.37080 -3.28141 3.03414
H 1.40420 -1.46682 3.37203
H 1.96887 -3.70886 0.59209
H 0.23454 -3.50059 0.16799
H 0.74022 -4.86104 1.20193
H -0.25673 -2.67607 3.94016
H -0.39881 -4.33831 3.30596
H -1.31665 -3.01699 2.54229
H 4.55469 3.53299 -0.61391
H 2.42151 1.87542 -1.18802
C 5.18740 2.77578 -1.09660
C 3.20891 1.44608 -1.82553
N 4.50147 1.49257 -1.15618
H 6.10661 2.65314 -0.52013
C 4.84721 0.52385 -0.31628
O 4.02520 -0.31174 0.19006
H 2.95872 0.40484 -2.05604
H 5.90539 0.48929 -0.01861
H 5.42011 3.10465 -2.11154
H 3.29342 2.02698 -2.74733
O -2.65770 0.72588 -1.51361
C -3.65073 1.40313 -0.74627
C -5.37002 0.16048 -2.17081
C -5.02564 0.77652 -0.96607
H -4.62281 0.07391 -2.96234
C -6.66780 -0.33830 -2.34315
H -3.39963 1.32388 0.32270
C -5.96112 0.87762 0.07256
H -6.92967 -0.83049 -3.28046
C -7.61629 -0.18602 -1.32805
C -7.26561 0.42560 -0.11874
H -5.64183 1.33958 1.00828
H -8.63827 -0.54162 -1.47878
H -8.00585 0.55619 0.67201
Si -1.68841 -0.59021 -1.19534
Cl 5.20823 1.68526 2.20729
C -1.32244 -1.36096 -2.85619
C -2.62402 -1.78318 -0.09949
C -0.12102 0.03938 -0.41639
H -2.23990 -1.47027 -3.44783
H -0.87000 -2.35369 -2.72938
H -0.62405 -0.73182 -3.42322
H 0.34029 0.80456 -1.05429
H 0.62522 -0.75048 -0.26036
H -0.29874 0.50633 0.55885
H -3.62098 -1.99169 -0.51500
H -2.76120 -1.38932 0.91735
H -2.08711 -2.74056 -0.02531
C 7.24731 -3.46101 1.66839
S 6.07592 -2.36375 2.45004
C 7.16605 -1.67175 3.68619
H 6.77804 -3.85252 0.76026
H 7.46857 -4.29881 2.34044
H 8.15862 -2.91899 1.40244
H 7.25971 -2.39502 4.50834
H 8.14322 -1.45448 3.24242
H 6.70569 -0.74779 4.05243
```



[2]
The following is a quantum chemistry calculation of C22H42CrNOP3 as an isolated structure in a non-equilibrium geometry, from the Open Molecules 2025 dataset.

Values from the calculation:
Energy = -3060.86614 Eh
Total charge = +3
Spin multiplicity = 4
<S²> = 4.01
E_HOMO (spin up / spin down) = -15.16 / -14.82 eV
Kohn-Sham gap (spin up / spin down) = 3.5376 / 4.2095 eV

```
70
C22H42CrNOP3 ωB97M-V/def2-TZVPD
Cr -0.07424 -0.88140 0.83944
P 1.76913 -1.51263 2.30557
P 1.47574 3.19971 -0.55437
P -0.88876 -2.99899 0.33278
H 0.57110 1.96631 -4.99666
C -0.47379 1.72991 -5.22595
C -1.48949 2.45177 -4.74811
H -1.37549 3.42104 -4.27071
C 3.23550 -2.12562 1.43880
C 2.36760 -0.12387 3.29732
C 1.39027 -2.79035 3.53891
C 2.36813 4.64973 -1.12837
C 1.14271 3.48345 1.19995
C 2.52086 1.72778 -0.59376
C -2.22033 -2.59067 -0.80753
C -1.66096 -3.95847 1.64853
C 0.32209 -3.99062 -0.56921
H -0.66158 0.94171 -5.96846
H -2.53352 2.14569 -4.88828
H 3.92256 -2.58643 2.16247
H 3.72991 -1.27885 0.94644
H 2.95935 -2.86654 0.67816
H 3.11255 -0.47796 4.02398
H 1.53329 0.32074 3.85357
H 2.82552 0.64660 2.66312
H 2.32501 -3.28382 3.83851
H 0.70213 -3.52744 3.11287
H 0.91875 -2.35017 4.42548
H 2.93219 5.06981 -0.28537
H 1.62872 5.36765 -1.51649
H 3.03441 4.34579 -1.94251
H 1.77100 4.31935 1.54331
H 1.34779 2.57102 1.78014
H 0.09538 3.76668 1.33504
H 3.53584 2.05203 -0.86582
H 2.16181 0.96362 -1.29017
H 2.54426 1.25470 0.39963
H -3.08767 -3.24034 -0.64952
H -1.88880 -2.67009 -1.84884
H -2.53494 -1.55041 -0.64598
H -2.55251 -4.45441 1.23878
H -1.95904 -3.26939 2.44971
H -0.96279 -4.70030 2.05457
H -0.18855 -4.79631 -1.11715
H 1.06786 -4.41064 0.12111
H 0.84603 -3.33039 -1.27544
C -0.98371 0.97585 -2.50021
C 0.21667 0.23851 -2.76957
C 0.14710 -0.98079 -3.40634
C -1.07553 -1.50691 -3.81810
C -2.26577 -0.86423 -3.46493
C -2.23302 0.28278 -2.70176
O -1.01184 2.24516 -2.28591
H 0.41225 3.14978 -1.53201
H 1.17682 0.73498 -2.68928
H 1.06400 -1.51011 -3.68702
H -1.10396 -2.42777 -4.41044
H -3.21201 -1.30519 -3.77969
H -3.14746 0.82160 -2.48660
C -2.86062 1.92761 3.71928
C -2.57040 2.25254 2.39387
C -1.76143 1.42111 1.62774
N -1.32747 0.22694 2.10834
C -1.50520 -0.05077 3.42580
C -2.30680 0.75581 4.23034
H -3.46024 2.58811 4.34820
H -2.95493 3.16220 1.94296
H -1.42589 1.69530 0.61913
H -0.96446 -0.92447 3.80887
H -2.45113 0.46302 5.26786
```



Look up the spin multiplicity of the first one.
1



Which value of total charge does entry 1 give?
0